1.
Molecular formula: C6H13N4
Method: DFT, the ωB97M-V functional and the def2-TZVPD basis

```
! RIJCOSX wB97M-V def2-TZVPD def2/J DEFGRID3
* xyz 1 1
C 0.3193 1.3623 1.5495
C -0.7363 2.2149 1.7839
C -1.5627 0.2017 1.4401
C -0.1879 0.1003 1.3224
C -1.5279 0.4034 -1.7502
C 0.3225 -1.0787 0.7874
N -1.9017 1.4749 1.7409
N 2.6814 -0.3681 0.8844
N 1.6584 -1.2652 0.5686
N -0.5451 -0.5087 -1.4205
H 1.3053 1.6306 1.5094
H -0.7368 3.2640 1.9268
H -2.3205 -0.5970 1.3522
H -1.1036 1.3563 -2.1181
H -2.2437 -0.0399 -2.4467
H -1.9327 0.6840 -0.6745
H -0.3545 -1.8999 0.5563
H -2.8247 1.8372 1.9553
H 2.6805 -0.0481 1.9102
H 3.5654 -0.6080 0.5570
H 1.9233 -2.2083 0.2607
H 0.3993 -0.0562 -1.4789
H -0.6276 -1.3172 -1.9986
*
```

Summary:
frontier orbital gap	8.8	eV
E_tot	-12384.717	eV
LUMO	-3.63	eV
relative energy (zero: lowest compared OMol25 entry of this formula, charge and spin)	2.191	eV



2.
Molecular formula: C6H5NO6Tb
Method: DFT, the ωB97M-V functional and the def2-TZVPD basis

```
! RIJCOSX wB97M-V def2-TZVPD def2/J DEFGRID3
* xyz 3 7
Tb -0.5003 0.6139 0.7565
O 2.1662 -3.7418 -0.5257
C 1.3940 -2.9468 -0.2297
C -1.4340 0.1263 -1.5103
O -1.9294 -0.1118 -2.5489
C 1.1317 2.5076 1.0064
O 2.1121 3.1822 0.9863
C 1.0941 -0.0299 -1.0126
O 1.5683 -0.1569 -2.0643
N -4.0868 -0.3061 3.5470
C -2.7762 -1.0389 3.7690
C -1.9353 -0.5549 2.6519
O -0.6500 -0.5786 2.6149
O -2.5839 0.0481 1.6587
H -4.0742 0.6410 3.9794
H -4.9170 -0.7716 3.9251
H -4.1449 -0.1733 2.5102
H -2.3732 -0.7777 4.7550
H -2.9718 -2.1099 3.7300
*
```

Summary:
frontier orbital gap (spin up / spin down)	8.8 / 9.1	eV
<S²>	12.682
E_tot	-42481.559	eV
LUMO (spin up / spin down)	-13.64 / -13.38	eV
relative energy (zero: lowest compared OMol25 entry of this formula, charge and spin)	0.000	eV



3.
Molecular formula: C21H50N2O7S
Method: DFT, the ωB97M-V functional and the def2-TZVPD basis

```
! RIJCOSX wB97M-V def2-TZVPD def2/J DEFGRID3
* xyz 0 1
N -2.4315 0.8243 1.6851
C -1.6356 1.2150 2.8688
C -1.6514 0.0576 3.8742
C -1.3262 0.4843 5.3170
C -2.3634 1.4974 5.8441
O -1.7647 2.7252 6.3033
C -1.9883 3.7853 5.4980
O -3.0267 4.0773 4.9928
N -0.8174 4.6220 5.3176
C 0.2574 4.0983 5.5979
S 1.6995 3.5304 5.7379
H -2.1957 1.4031 0.8893
H -3.4163 0.9451 1.8812
H -0.6136 1.3900 2.5288
H -2.0782 2.1238 3.2894
H -2.6529 -0.3835 3.8404
H -0.9562 -0.7134 3.5395
H -0.2986 0.8322 5.4177
H -1.4563 -0.4178 5.9188
H -3.1287 1.6525 5.0864
H -2.8758 1.0595 6.7019
C -3.5544 4.2525 9.6414
C -3.0877 2.9760 10.3249
C -1.5712 2.8691 10.3219
O -3.6541 1.8415 9.6709
H -3.2325 4.2659 8.5960
H -4.6431 4.3123 9.6458
H -3.1546 5.1379 10.1382
H -3.4549 2.9554 11.3517
H -1.1919 2.8395 9.2961
H -1.2507 1.9478 10.8097
H -1.1124 3.7139 10.8380
H -3.3387 1.8488 8.7614
C 1.9596 -0.0497 -0.0704
C 0.9398 -0.9683 -0.7277
C 0.3540 -0.3385 -1.9790
O -0.1021 -1.2740 0.1975
H 1.4880 0.8899 0.2346
H 2.3686 -0.5139 0.8280
H 2.7824 0.1805 -0.7492
H 1.4137 -1.9157 -0.9867
H -0.1695 0.5938 -1.7340
H -0.3751 -1.0070 -2.4357
H 1.1323 -0.1227 -2.7118
H -0.5370 -0.4477 0.4395
C 2.0478 -4.5013 -5.0680
C 1.4478 -3.7805 -3.8719
C -0.0451 -4.0494 -3.7485
O 1.6742 -2.3749 -3.9883
H 1.5836 -4.1542 -5.9956
H 3.1132 -4.2903 -5.1437
H 1.9079 -5.5817 -4.9941
H 1.9538 -4.1019 -2.9597
H -0.5715 -3.6891 -4.6364
H -0.4607 -3.5209 -2.8885
H -0.2467 -5.1157 -3.6324
H 1.2289 -2.0668 -4.7881
C -2.0824 0.9605 -6.3573
C -1.9673 -0.3693 -5.6284
C -2.8530 -0.4026 -4.3924
O -0.6087 -0.6056 -5.2568
H -1.7615 1.7809 -5.7094
H -1.4386 0.9714 -7.2374
H -3.1087 1.1510 -6.6741
H -2.2468 -1.1809 -6.3014
H -2.5542 0.3769 -3.6860
H -2.7565 -1.3594 -3.8775
H -3.9015 -0.2510 -4.6527
H -0.3371 0.0990 -4.6584
C 6.7436 -1.5282 -6.3989
C 5.7231 -2.4476 -7.0531
C 5.1496 -1.8265 -8.3181
O 4.6720 -2.7412 -6.1350
H 6.2761 -0.5833 -6.1082
H 7.1426 -1.9845 -5.4925
H 7.5728 -1.3107 -7.0740
H 6.1932 -3.4017 -7.2952
H 4.6343 -0.8906 -8.0850
H 4.4178 -2.4946 -8.7735
H 5.9328 -1.6175 -9.0485
H 4.2370 -1.9135 -5.9022
*
```

Summary:
frontier orbital gap	9.5	eV
E_tot	-50735.154	eV
SMILES string	NCCCCOC(=O)N=C=S.CC(C)O.CC(C)O.CC(C)O.CC(C)O.CC(C)O
LUMO	-0.15	eV



4.
Molecular formula: C24H28F7N2O3Pb
Method: DFT, the ωB97M-V functional and the def2-TZVPD basis

```
! RIJCOSX wB97M-V def2-TZVPD def2/J DEFGRID3
* xyz -1 1
Pb -0.3772 0.0052 -0.4575
N -1.0857 -0.9158 2.1141
C -1.9822 0.1641 2.5452
C -1.3996 1.5447 2.2068
O -1.6073 2.4482 3.0090
O -0.7675 1.6647 1.0787
H -1.4886 -1.8287 2.2651
H -0.2029 -0.8701 2.6130
H -2.2161 0.1560 3.6061
H -2.9195 0.0731 1.9879
C 0.9106 4.6779 -0.3187
C 2.0750 3.7771 -0.7424
C 3.4005 4.5402 -0.6638
C 1.8487 3.1896 -2.1287
C 1.7980 4.0351 -3.2314
C 1.5759 3.5406 -4.5070
C 1.4133 2.1776 -4.6903
C 1.4734 1.2923 -3.6162
C 1.3338 -0.1971 -3.8827
C -0.0345 -0.5335 -4.4886
C 2.4708 -0.7061 -4.7776
C 1.6807 1.8023 -2.3195
N 1.6991 0.9377 -1.1950
C 2.9037 0.6780 -0.6154
C 4.1658 1.0743 -1.1233
C 5.3556 0.7794 -0.4698
C 5.3694 0.0658 0.7228
C 4.1496 -0.3602 1.2415
C 2.9889 -0.0620 0.5759
F 1.8077 -0.5093 1.1116
H 1.0550 5.0304 0.7070
H -0.0325 4.1333 -0.3557
H 0.8291 5.5498 -0.9774
H 2.1189 2.9541 -0.0331
H 3.4039 5.3944 -1.3486
H 4.2424 3.8925 -0.9174
H 3.5571 4.9211 0.3500
H 1.9194 5.1051 -3.0873
H 1.5207 4.2160 -5.3537
H 1.2289 1.7924 -5.6894
H 1.4244 -0.7084 -2.9262
H -0.1176 -0.1268 -5.5025
H -0.8487 -0.1101 -3.8935
H -0.1712 -1.6190 -4.5497
H 2.3867 -0.2945 -5.7891
H 2.4419 -1.7987 -4.8539
H 3.4442 -0.4174 -4.3714
H 4.1828 1.6222 -2.0593
H 6.2901 1.1169 -0.9047
H 6.2965 -0.1554 1.2383
H 4.0856 -0.9267 2.1632
C -3.2847 2.4497 -0.8967
C -2.9572 1.5972 -2.1251
O -1.9931 0.6452 -1.9475
C -2.5290 2.5455 -3.2735
F -3.5027 3.4160 -3.6423
F -2.1536 1.8764 -4.3742
F -1.4789 3.2805 -2.8701
C -4.2565 0.8513 -2.5293
F -4.6230 0.0263 -1.5207
F -4.0959 0.0889 -3.6245
F -5.3091 1.6704 -2.7591
H -2.3806 2.9380 -0.5445
H -3.6421 1.7966 -0.0993
H -4.0456 3.1976 -1.1199
*
```

Summary:
frontier orbital gap	7.1	eV
E_tot	-58740.580	eV
LUMO	2.52	eV
relative energy (zero: lowest compared OMol25 entry of this formula, charge and spin)	0.000	eV



5.
Molecular formula: C5H9O3
Method: DFT, the ωB97M-V functional and the def2-TZVPD basis

```
! RIJCOSX wB97M-V def2-TZVPD def2/J DEFGRID3
* xyz -1 1
O 0.7222 3.2855 -0.5544
C 1.0483 2.3822 0.2280
O 1.0475 2.3564 1.4838
C 1.5018 0.9886 -0.3660
C 0.6781 -0.1204 0.2985
C -0.6584 -0.4171 -0.4150
C -1.4660 -1.4207 0.4172
O -2.2311 -2.2746 -0.4468
H 1.3402 0.9530 -1.4427
H 2.5075 0.8200 0.0150
H 1.2603 -1.0537 0.2371
H 0.4819 0.1813 1.3195
H -0.5009 -0.6507 -1.4684
H -1.1475 0.5634 -0.4654
H -0.8087 -1.9544 1.1032
H -2.1921 -0.8317 0.9755
H -1.5830 -2.8073 -0.9190
*
```

Summary:
frontier orbital gap	7.3	eV
E_tot	-11474.528	eV
SMILES string	O=C([O-])CCCCO
LUMO	3.31	eV
relative energy (zero: lowest compared OMol25 entry of this formula, charge and spin)	0.711	eV



6.
Molecular formula: C6H11F2I
Method: DFT, the ωB97M-V functional and the def2-TZVPD basis

```
! RIJCOSX wB97M-V def2-TZVPD def2/J DEFGRID3
* xyz 0 1
C 0.2657 1.6481 -1.5899
C -0.5899 0.6462 2.1000
C 0.3089 -2.6123 -0.8228
C -0.2473 1.6824 -0.1141
C -0.6133 0.3876 0.6299
C 0.9488 -1.6284 0.0646
F 1.0868 -2.0575 1.3239
F 2.0417 -0.8205 -0.2951
I -2.4583 -0.3445 -0.1740
H 0.9198 2.4054 -1.8762
H 0.6568 0.6680 -2.0799
H -0.7106 1.8764 -2.1287
H 0.2784 1.1222 2.3031
H -0.6645 -0.3789 2.5481
H -1.3997 1.1795 2.4856
H -0.1312 -2.0754 -1.7336
H 1.1215 -3.2662 -1.0078
H -0.4422 -2.9560 -0.0282
H -1.0520 2.4362 0.0515
H 0.6806 2.0875 0.3436
*
```

Summary:
frontier orbital gap (spin up / spin down)	8.7 / 8.1	eV
E_tot	-19931.759	eV
LUMO (spin up / spin down)	0.57 / -0.03	eV
relative energy (zero: lowest compared OMol25 entry of this formula, charge and spin)	2.119	eV



7.
Molecular formula: C15H18N5O2RuS5
Method: DFT, the ωB97M-V functional and the def2-TZVPD basis

```
! RIJCOSX wB97M-V def2-TZVPD def2/J DEFGRID3
* xyz 0 2
Ru 2.3834 0.7171 -0.9896
S 4.6686 0.7434 -1.2469
S 5.4077 2.5244 -0.5575
S 4.0138 3.9040 -1.0272
S 2.2091 2.9846 -1.0138
N -5.4124 -0.2197 -4.2574
C -4.3604 0.0044 -3.3822
C -4.2255 -0.7645 -2.2237
C -3.2043 -0.5104 -1.3281
C -2.3103 0.5196 -1.5777
C -2.4353 1.2975 -2.7220
C -3.4519 1.0409 -3.6194
S -1.0074 0.8566 -0.4520
O -1.3171 0.2032 0.7968
O -0.7605 2.2715 -0.4574
N 0.3260 0.1915 -1.1095
C 0.5535 -1.1436 -1.0997
N 1.9040 -1.3296 -1.1298
C 2.3789 -2.5639 -1.1461
C 1.5117 -3.6430 -1.1347
C 0.1542 -3.3538 -1.0916
N -0.3436 -2.1218 -1.0706
H -5.8338 -1.1326 -4.2210
H -5.2917 0.1253 -5.1948
H -4.9317 -1.5622 -2.0265
H -3.0883 -1.1072 -0.4346
H -1.7408 2.1089 -2.8962
H -3.5577 1.6526 -4.5074
H 3.4563 -2.6742 -1.1612
H 1.8739 -4.6592 -1.1481
H -0.5740 -4.1578 -1.0726
C 1.3216 -0.7869 3.9636
C 1.6062 0.6340 3.4639
C 0.3231 1.4819 3.4958
C 2.7220 1.2917 4.2810
C 2.0210 0.5629 2.0548
N 2.2665 0.5748 0.9404
H 0.9974 -0.7338 5.0033
H 2.2136 -1.4118 3.9113
H 0.5284 -1.2507 3.3775
H -0.0336 1.5349 4.5256
H -0.4514 1.0428 2.8674
H 0.5173 2.4937 3.1398
H 2.3992 1.3627 5.3201
H 2.9341 2.2961 3.9154
H 3.6402 0.7053 4.2424
*
```

Summary:
frontier orbital gap (spin up / spin down)	7.2 / 6.0	eV
<S²>	0.762
E_tot	-84152.293	eV
LUMO (spin up / spin down)	0.01 / -1.56	eV
relative energy (zero: lowest compared OMol25 entry of this formula, charge and spin)	0.000	eV



8.
Molecular formula: C5H12O
Method: DFT, the ωB97M-V functional and the def2-TZVPD basis

```
! RIJCOSX wB97M-V def2-TZVPD def2/J DEFGRID3
* xyz 0 1
C -1.0489 -1.6240 0.9059
C 0.0804 -0.6294 0.9524
C -0.0237 0.5958 0.0327
C 0.9784 1.6655 0.4606
C 0.2693 0.2667 -1.4200
H -0.8208 -2.4004 1.6501
H -2.0573 -1.1950 1.2030
H -1.2737 -2.0610 -0.1088
H 0.2558 -0.2100 1.9952
H 1.0231 -1.1421 0.7084
H -1.0813 0.9753 0.1220
H 2.0065 1.2480 0.4891
H 0.7114 2.0184 1.4685
H 0.8745 2.5678 -0.2181
H 0.5257 1.2181 -1.9833
H 1.1617 -0.3989 -1.3508
H -0.7610 -0.4704 -2.9483
O -0.8200 -0.4244 -1.9587
*
```

Summary:
frontier orbital gap	11.1	eV
E_tot	-7426.652	eV
SMILES string	CC[C@@H](C)CO
LUMO	0.94	eV
relative energy (zero: lowest compared OMol25 entry of this formula, charge and spin)	0.659	eV